Entry 1:
Computed, not measured: ClHNO2 as an isolated structure at a distorted geometry, with the ωB97M-V functional and the def2-TZVPD basis.

The geometry in XYZ format:
```
5
Properties=species:S:1:pos:R:3:forces:R:3
N -1.23238 0.04008 0.11612 -1.897 2.944 -0.098
O -1.84964 -1.00467 -0.06807 0.646 -1.642 -0.010
O -1.98400 1.26849 -0.09011 2.608 -1.650 0.523
Cl 1.87379 -0.10561 -0.02440 -1.809 0.019 0.328
H 0.11863 -0.03560 0.18118 0.452 0.328 -0.744
```
Forces are in eV/Å.

Calculated values
Net charge: -1
2S+1: 3
Energy: -665.8904 hartree

And the natural (NBO) charges, in e, turn out to be: atom 1 (N): 0.091, atom 2 (O): -0.294, atom 3 (O): -0.554, atom 4 (Cl): -0.612, atom 5 (H): 0.369

Entry 2:
Computed, not measured: one molecule with the formula CH4N4 at a distorted geometry, with the ωB97M-V functional and the def2-TZVPD basis.

The geometry in XYZ format:
```
9
Properties=species:S:1:pos:R:3:forces:R:3
C -1.09165 -0.50737 -0.59923 0.500 0.398 0.512
N -0.75334 -0.53415 -1.85098 2.243 1.921 2.056
N 0.84780 0.37555 -0.82256 -0.226 -2.266 -4.534
N 0.02085 -0.17027 0.15812 -0.999 -0.844 1.193
N 0.17643 0.45174 1.41329 0.149 -1.888 0.187
H -2.13403 -0.72898 -0.26217 1.083 -0.046 0.089
H 1.61690 -0.32657 -1.17694 -1.650 1.118 1.352
H 0.31322 1.42360 1.22421 0.302 0.737 0.166
H 1.00381 0.01644 1.91627 -1.401 0.870 -1.022
```
Forces are in eV/Å.

Calculated values
2S+1: 1
Energy: -259.3097 hartree

Atom charges from the natural (NBO) analysis, given in e for atoms 1 to 8: atom 1 (C): 0.173, atom 2 (N): -0.243, atom 3 (N): -0.386, atom 4 (N): -0.182, atom 5 (N): -0.637, atom 6 (H): 0.206, atom 7 (H): 0.343, atom 8 (H): 0.360

Entry 3:
Computed, not measured: C29H24MnN2O5P as an isolated structure, with the ωB97M-V functional and the def2-TZVPD basis.

The geometry in XYZ format:
```
62
Properties=species:S:1:pos:R:3:forces:R:3
Mn 1.08304 1.21357 0.47662 0.104 0.008 0.303
C 3.26171 3.58090 -2.37563 0.071 -0.030 0.043
O 3.66647 2.47142 -3.18593 -0.185 -0.075 -0.044
C 3.68839 1.19672 -2.74402 0.129 -0.150 0.061
C 4.44411 0.31941 -3.51432 -0.059 0.122 0.093
C 4.56245 -1.03295 -3.21170 -0.047 -0.071 0.082
C 3.92021 -1.54536 -2.10938 0.002 0.100 -0.063
C 3.13213 -0.69671 -1.31381 0.053 -0.080 0.045
C 2.46790 -1.26342 -0.18693 0.000 -0.011 -0.084
N 1.65371 -0.62734 0.59824 -0.059 -0.109 0.063
N 1.13008 -1.34546 1.66774 0.037 0.082 -0.054
C 0.45555 -0.53227 2.41678 -0.115 0.044 0.121
O 0.36316 0.75660 2.12671 0.111 0.015 -0.095
C -0.26412 -1.00116 3.60959 0.059 -0.038 -0.029
C -0.37803 -2.36554 3.86595 -0.023 -0.005 0.020
C -1.08862 -2.79776 4.97142 -0.007 0.016 0.015
C -1.67892 -1.87308 5.82466 -0.001 -0.032 0.002
C -1.55564 -0.51344 5.57614 0.009 -0.009 -0.018
C -0.84985 -0.07451 4.46800 -0.007 -0.007 0.005
C 3.00905 0.67788 -1.61704 -0.171 0.138 -0.148
O 2.23263 1.47590 -0.88729 0.290 0.160 -0.093
H 3.52974 4.45607 -2.96156 -0.006 -0.014 0.046
H 3.80224 3.59302 -1.42914 -0.027 -0.013 -0.009
H 2.19033 3.57497 -2.18851 0.008 0.005 0.011
H 4.95574 0.73680 -4.37087 0.012 0.022 -0.021
H 5.16841 -1.66795 -3.84141 0.006 -0.021 0.000
H 4.00365 -2.59074 -1.84758 0.011 -0.036 0.010
H 2.64518 -2.30750 0.05916 0.021 0.014 -0.010
H 0.08424 -3.07530 3.19499 0.024 -0.012 -0.025
H -1.17961 -3.85575 5.17354 -0.001 -0.032 0.009
H -2.22806 -2.21570 6.69139 -0.010 -0.001 0.013
H -2.00421 0.20391 6.24890 -0.009 0.023 0.016
H -0.74706 0.98199 4.26554 0.006 0.032 -0.008
O -1.02543 4.32723 1.40996 -0.126 -0.034 -0.046
C -0.70530 3.39244 0.74237 0.270 0.019 0.132
O 0.55003 2.96246 0.60718 -0.104 -0.004 -0.143
C -1.69234 2.60501 -0.12397 -0.079 0.078 -0.070
P -1.08590 0.91861 -0.38414 -0.173 -0.103 -0.186
C -1.16194 0.46722 -2.11789 -0.046 -0.002 0.032
C -2.34545 -0.10583 -2.59339 0.003 -0.075 0.010
C -2.47351 -0.38563 -3.94218 -0.016 -0.014 -0.018
C -1.43108 -0.10458 -4.81504 0.025 0.013 0.007
C -0.25810 0.46678 -4.34433 -0.016 -0.006 0.012
C -0.12103 0.75749 -2.99598 -0.048 0.037 -0.085
C -2.01378 -0.27470 0.55147 0.012 -0.004 0.041
C -1.82148 -1.63193 0.27357 -0.019 0.015 0.002
C -2.49138 -2.58321 1.02000 -0.020 -0.022 -0.002
C -3.34384 -2.18821 2.04327 -0.008 0.018 -0.009
C -3.52539 -0.84244 2.32999 0.006 -0.011 -0.003
C -2.85284 0.11853 1.59591 0.036 -0.007 -0.010
H -1.70026 3.07694 -1.11192 -0.012 -0.009 0.052
H -2.70674 2.63678 0.27099 0.042 0.014 -0.013
H -3.15757 -0.33754 -1.91659 -0.003 0.013 0.001
H -3.38825 -0.82637 -4.31326 -0.018 -0.002 0.001
H -1.53622 -0.33000 -5.86693 -0.001 -0.009 -0.030
H 0.55220 0.68904 -5.02476 0.018 0.008 -0.004
H 0.78379 1.22055 -2.63943 0.072 0.055 0.051
H -1.15772 -1.93965 -0.52515 0.011 0.003 -0.011
H -2.34754 -3.63351 0.80678 0.005 -0.006 0.000
H -3.86452 -2.93426 2.62695 -0.016 -0.027 0.015
H -4.18015 -0.54123 3.13506 -0.014 0.008 0.020
H -2.97423 1.16274 1.85119 -0.005 0.018 -0.008
```
Forces are in eV/Å.

Calculated values
Net charge: +1
2S+1: 4
Energy: -3097.3821 hartree

Atom charges from the natural (NBO) analysis, given in e for atoms 1 to 8: atom 1 (Mn): 1.351, atom 2 (C): -0.240, atom 3 (O): -0.488, atom 4 (C): 0.265, atom 5 (C): -0.185, atom 6 (C): -0.207, atom 7 (C): -0.181, atom 8 (C): -0.129

Entry 4:
Computed, not measured: a 2-piece molecular cluster, C2H8N3S overall at a distorted geometry, with the ωB97M-V functional and the def2-TZVPD basis.

The geometry in XYZ format:
```
14
Properties=species:S:1:pos:R:3:forces:R:3
C -0.06935 -0.92795 1.70830 0.423 1.394 -1.896
C -0.29875 -0.51445 0.32936 -2.833 -1.192 1.257
N -0.71723 -1.20726 -0.81520 -1.518 1.638 0.649
N 1.33620 0.48215 -0.25944 1.941 0.579 -4.917
N 0.53793 1.36853 -1.11237 -1.172 0.484 0.390
S -1.11797 0.60524 1.46159 0.024 -0.324 -0.670
H -0.72351 -1.74460 1.85689 0.233 -1.323 1.645
H 0.87880 -0.57421 2.16338 -0.775 -1.195 0.223
H -0.53627 -2.19748 -0.78797 -0.306 -0.348 -0.145
H -1.69293 -0.90172 -1.06813 1.383 -1.083 0.071
H 1.44474 0.81432 0.63228 0.228 2.312 2.739
H -0.20041 1.98368 -0.63818 0.962 -1.338 -0.277
H 0.07383 0.76516 -1.84629 0.431 0.305 1.128
H 1.08493 2.04860 -1.62423 0.980 0.091 -0.195
```
Forces are in eV/Å.

Calculated values
Net charge: +1
2S+1: 3
Energy: -642.9293 hartree

Atom charges from the natural (NBO) analysis, given in e for atoms 1 to 8: atom 1 (C): -0.475, atom 2 (C): -0.062, atom 3 (N): -0.841, atom 4 (N): -0.205, atom 5 (N): -0.599, atom 6 (S): 0.204, atom 7 (H): 0.245, atom 8 (H): 0.247

Entry 5:
Computed, not measured: a 2-piece molecular cluster, C3H10NO3S overall at a distorted geometry, with the ωB97M-V functional and the def2-TZVPD basis.

The geometry in XYZ format:
```
18
Properties=species:S:1:pos:R:3:forces:R:3
O 1.20109 -0.40252 -1.98601 0.940 -0.394 2.958
C 1.37585 -0.22520 -0.76919 -1.540 0.740 -3.880
O 2.25264 0.62169 -0.23158 0.564 -0.963 0.277
C 0.26863 -0.59732 0.20109 1.305 1.313 2.752
C -0.45639 0.73521 0.57994 2.820 3.007 -0.595
S -0.53249 0.90591 2.36233 -0.787 -0.750 1.508
N -0.69428 -1.57854 -0.23582 -1.516 -0.524 -1.796
H 3.05049 0.76356 -0.78448 -0.690 -0.056 -0.054
H 0.70171 -1.01801 1.16245 -0.266 0.744 -1.105
H 0.24007 1.64718 0.18025 -2.135 -2.154 0.749
H -1.47724 0.85341 0.20943 0.310 -0.240 -0.325
H 0.08999 2.01198 2.79883 0.222 0.167 -0.918
H -0.37025 -2.47687 0.14563 -0.893 0.057 -0.223
H -1.68015 -1.23402 0.11867 2.280 -1.587 -1.017
H -0.72927 -1.61867 -1.33426 -0.172 0.328 2.246
H -2.17617 -0.57786 -2.96348 -0.591 0.433 -1.036
H -2.59147 0.34380 -1.68220 0.714 -1.307 -1.480
O -2.05454 -0.42110 -2.04097 -0.565 1.185 1.940
```
Forces are in eV/Å.

Calculated values
Net charge: +1
2S+1: 1
Energy: -798.6884 hartree

Atom charges from the natural (NBO) analysis, given in e for atoms 1 to 8: atom 1 (O): -0.559, atom 2 (C): 0.777, atom 3 (O): -0.666, atom 4 (C): -0.193, atom 5 (C): -0.573, atom 6 (S): -0.032, atom 7 (N): -0.704, atom 8 (H): 0.535

Look up the energy of the fifth one. -798.6884 hartree

Look up the energy of the second one. -259.3097 hartree

Number 5 is which compound? C3H10NO3S